Entry 1:
DFT (ωB97M-V/def2-TZVPD) results for a molecular structure, C56H34AgF15GeIN6O2PS.

For the LUMO energy, the calculation gives 3.1 eV. The calculation puts the HOMO-LUMO gap at 0.20023 hartree.

```
! wB97M-V def2-TZVPD RIJCOSX def2/J DEFGRID3
* xyz -2 1
Ag 0.0537 0.8001 0.7398
N 2.8007 1.3101 -1.4117
C 3.0725 0.2542 -0.5495
C 4.4148 0.0774 -0.1674
C 4.7224 -0.9762 0.6579
C 3.7094 -1.8271 1.0959
C 2.4231 -1.5550 0.6754
N 2.1075 -0.5450 -0.1372
C 1.6166 1.8851 -1.8565
C 1.7380 3.0431 -2.6444
C 0.5975 3.5980 -3.1710
C -0.6375 3.0045 -2.9173
C -0.6544 1.8904 -2.1072
N 0.4449 1.3423 -1.5766
H 3.6056 1.8830 -1.5973
H 5.1779 0.7661 -0.5088
H 5.7480 -1.1295 0.9744
H 3.9054 -2.6533 1.7646
H 1.5821 -2.1389 1.0305
H 2.7118 3.4788 -2.8298
H 0.6666 4.4919 -3.7798
H -1.5585 3.4026 -3.3182
H -1.5774 1.3835 -1.8500
I 3.2870 9.2876 3.0782
C 2.5966 7.4039 2.4844
C 3.5074 6.4507 2.0529
C 3.0375 5.2001 1.6750
C 1.6804 4.9050 1.6982
C 0.7906 5.8812 2.1272
C 1.2377 7.1315 2.5339
C 1.1675 3.5291 1.2728
O 2.0029 2.6043 1.2762
O -0.0428 3.4807 0.9695
H 4.5649 6.6774 2.0237
H 3.7195 4.4164 1.3693
H -0.2642 5.6375 2.1322
H 0.5389 7.8806 2.8811
C -1.3307 -3.1297 1.5801
N -2.4410 -2.5154 0.8590
C -3.1985 -3.3165 -0.0901
C -2.3505 -1.2120 0.6477
N -2.2674 -0.0762 0.4557
H -0.6324 -3.5878 0.8716
H -1.7174 -3.8972 2.2545
H -0.8114 -2.3521 2.1474
H -2.5234 -3.9125 -0.7095
H -3.7512 -2.6581 -0.7543
H -3.8904 -3.9745 0.4428
N 0.2064 -0.3354 2.6965
P -0.0266 0.0003 4.1509
C -1.1683 -1.1444 5.0683
C -2.5382 -0.8995 5.1228
C -3.4226 -1.8659 5.5851
C -2.9496 -3.1016 6.0051
C -1.5861 -3.3631 5.9570
C -0.7102 -2.3940 5.4884
C -0.7454 1.6553 4.5294
C -0.5165 2.3867 5.6937
C -1.0806 3.6438 5.8668
C -1.8834 4.1868 4.8714
C -2.1082 3.4732 3.7030
C -1.5402 2.2184 3.5325
C 1.4778 -0.0443 5.2331
C 1.4980 -0.2238 6.6135
C 2.6991 -0.2612 7.3117
C 3.8991 -0.1141 6.6281
C 3.8900 0.0680 5.2508
C 2.6879 0.0973 4.5578
H -2.9235 0.0579 4.7888
H -4.4849 -1.6543 5.6082
H -3.6393 -3.8585 6.3592
H -1.2054 -4.3268 6.2743
H 0.3496 -2.6177 5.4342
H 0.1276 1.9879 6.4678
H -0.8770 4.2094 6.7685
H -2.3129 5.1741 4.9977
H -2.6986 3.9002 2.9021
H -1.6710 1.6830 2.5979
H 0.5643 -0.3458 7.1529
H 2.6992 -0.4092 8.3853
H 4.8384 -0.1439 7.1679
H 4.8225 0.1851 4.7116
H 2.6515 0.2208 3.4793
F -1.4741 -1.1808 -7.5309
C -0.5145 -0.4853 -6.8854
C -0.1496 -0.8076 -5.5943
C 0.8919 -0.0596 -5.0570
F 1.3858 -0.3151 -3.8498
C 1.5069 0.9723 -5.7521
F 2.5097 1.6685 -5.2073
C 1.0880 1.2724 -7.0338
F 1.6736 2.2618 -7.7222
C 0.0745 0.5359 -7.6122
F -0.3169 0.8099 -8.8671
Ge -1.0937 -2.1723 -4.4844
S -1.0083 -1.8994 -2.4264
C -0.3685 -3.9446 -5.1082
C 0.7903 -4.1155 -5.8409
F 1.4102 -3.0779 -6.4356
C 1.3942 -5.3493 -6.0359
F 2.5086 -5.4628 -6.7722
C 0.8262 -6.4739 -5.4751
F 1.3832 -7.6779 -5.6631
C -0.3314 -6.3515 -4.7309
F -0.8886 -7.4455 -4.1938
C -0.8974 -5.1006 -4.5568
F -2.0130 -5.0599 -3.8164
C -2.9516 -2.0383 -5.2249
C -3.6368 -0.8586 -4.9845
F -3.0153 0.1912 -4.4323
C -4.9707 -0.6772 -5.3098
F -5.5928 0.4825 -5.0657
C -5.6671 -1.7141 -5.9027
F -6.9586 -1.5624 -6.2269
C -5.0188 -2.9025 -6.1720
F -5.6871 -3.9036 -6.7658
C -3.6801 -3.0360 -5.8388
F -3.1116 -4.2076 -6.1820
*
```



Entry 2:
DFT (ωB97M-V/def2-TZVPD) results for 2 unconnected molecules or ions with the total composition C4H12.

As for the SMILES: CC.CC. For the LUMO energy, the calculation gives 1.1 eV. The calculation puts the HOMO-LUMO gap at 0.46585 hartree.

```
! wB97M-V def2-TZVPD RIJCOSX def2/J DEFGRID3
* xyz 0 1
C -0.7269 -2.1184 0.6777
C -1.9652 -1.2627 0.3838
H -1.1266 -3.0973 0.7892
H -0.2609 -2.1890 -0.2421
H -0.1759 -1.7229 1.5657
H -2.8488 -1.8505 0.5747
H -2.0428 -1.0050 -0.7115
H -1.9849 -0.2938 0.8338
C 1.6013 1.0188 -0.3204
C 1.1783 2.4841 -0.6441
H 2.6120 0.7224 -0.5356
H 1.3559 0.7445 0.6757
H 0.9723 0.2349 -0.7709
H 1.5887 2.6177 -1.7294
H 0.1278 2.6294 -0.5783
H 1.6958 3.0879 0.0316
*
```



Entry 3:
DFT (ωB97M-V/def2-TZVPD) results for a molecular structure, C26H19N6OPtS.

For the LUMO energy (alpha / beta), the calculation gives -5.1 / -4.9 eV. The calculation puts the HOMO-LUMO gap (alpha / beta) at 0.19101 / 0.19751 hartree.

```
! wB97M-V def2-TZVPD RIJCOSX def2/J DEFGRID3
* xyz 1 1
Pt 0.4014 -0.1304 -0.0169
N 3.9831 -1.7912 1.3429
C 2.7313 -1.6746 0.8536
S 2.5289 -0.8565 -0.7043
N 1.7242 -2.1575 1.5256
N 0.5760 -1.9668 0.7964
C -0.3723 -2.8301 0.7848
C -1.3543 -2.9184 -0.2479
C -2.3388 -3.9220 -0.1981
C -3.1358 -4.1705 -1.2857
C -2.9222 -3.4320 -2.4594
C -1.9493 -2.4590 -2.5303
C -1.1643 -2.1637 -1.4105
O -0.2442 -1.2078 -1.5345
H 4.7640 -1.5937 0.7436
H 4.1288 -2.3994 2.1324
H -0.3195 -3.6096 1.5402
H -2.4315 -4.5180 0.7027
H -3.8939 -4.9399 -1.2512
H -3.5248 -3.6369 -3.3358
H -1.7589 -1.9111 -3.4442
C -4.1391 0.3957 -2.6274
C -2.8382 0.8652 -2.3411
N -2.2528 0.7049 -1.1843
C -2.9309 0.0729 -0.1952
C -4.2405 -0.4150 -0.3726
C -4.8299 -0.2495 -1.6484
C -4.9163 -1.0208 0.7138
C -4.3100 -1.1157 1.9319
C -3.0049 -0.6161 2.1266
C -2.3131 -0.0289 1.0989
N -1.0258 0.5143 1.2250
C -0.6232 1.2725 2.2987
C -1.4304 1.8276 3.2704
C -0.8619 2.5574 4.3316
C 0.4886 2.7636 4.4160
C 1.3196 2.3102 3.3690
C 2.7035 2.5623 3.2997
C 3.3984 2.1881 2.1859
C 2.7380 1.5343 1.1384
N 1.4578 1.1922 1.2067
C 0.7462 1.5885 2.3101
H -4.5663 0.5581 -3.6080
H -2.2691 1.3907 -3.1015
H -5.8328 -0.6206 -1.8227
H -5.9203 -1.4004 0.5660
H -4.8298 -1.5752 2.7623
H -2.5257 -0.7327 3.0909
H -2.5042 1.7262 3.2030
H -1.5172 2.9646 5.0904
H 0.9252 3.3022 5.2467
H 3.1921 3.0792 4.1169
H 4.4541 2.3933 2.0821
H 3.2689 1.2960 0.2348
*
```